(1)
10
Properties=species:S:1:pos:R:3:forces:R:3:mulliken_charge:R:1 method="wB97M-V/def2-TZVPD" total_charge=0 gap_ev=9.4024 multiplicity=1 fmax_ha_per_bohr=0.0784
C 1.2502 0.3970 0.0402 0.67 -3.88 -0.88 -0.44
C 0.3124 1.2780 -0.1462 -1.01 0.73 -0.95 -0.16
C 0.3767 -1.0308 -0.3084 2.81 2.31 1.39 -0.47
N -1.7591 -0.0719 0.6988 -2.36 -0.11 -0.19 -0.64
S -1.0282 0.1207 -0.6668 1.56 0.52 0.82 0.12
H 2.3375 0.4640 0.2620 -1.04 0.08 0.02 0.33
H 0.3226 2.3683 -0.0573 -0.33 -0.47 -0.03 0.39
H 0.8596 -1.8220 -0.9195 -0.57 0.76 -0.03 0.35
H 0.0453 -1.3852 0.6850 0.18 -0.19 -0.71 0.31
H -2.7170 -0.3181 0.4121 0.08 0.24 0.58 0.21

---

(2)
13
Properties=species:S:1:pos:R:3:forces:R:3:mulliken_charge:R:1 method="wB97M-V/def2-TZVPD" total_charge=+1 gap_ev=10.2888 multiplicity=1 fmax_ha_per_bohr=0.0793
C 0.5480 -0.9129 0.3485 1.35 -0.57 -2.40 -0.37
C 1.2418 0.4378 0.5227 -0.30 -2.06 -1.66 0.02
N 1.9514 1.1751 -0.3435 1.85 0.85 -3.18 -0.49
N -0.3815 0.1879 0.1277 -1.58 0.71 0.19 -0.20
I -3.8450 -0.4712 -0.4471 -0.31 -0.37 -0.14 -0.10
H 0.7362 -1.5574 -0.6283 -0.42 1.72 2.02 0.28
H 0.3941 -1.5778 1.1923 0.03 0.35 0.14 0.27
H 1.3442 0.6105 1.5836 -0.45 0.98 0.02 0.39
H 2.2477 0.9772 -1.4215 -1.36 -0.02 3.84 0.31
H 2.0070 2.1911 -0.1619 0.07 -1.10 0.08 0.25
H -0.9084 0.6673 0.8411 -0.26 -0.86 0.71 0.24
H -0.9664 0.2228 -0.7302 1.16 -0.01 0.26 0.24
H -4.3691 -1.9504 -0.8834 0.23 0.40 0.11 0.15

---

(3)
176
Properties=species:S:1:pos:R:3:forces:R:3:mulliken_charge:R:1 method="wB97M-V/def2-TZVPD" total_charge=-1 gap_ev=3.2724 multiplicity=1 fmax_ha_per_bohr=0.1797
C -7.3701 -9.7596 -1.5088 -4.07 8.20 0.24 -0.63
C -7.9568 -8.4601 -1.5070 4.25 -8.19 0.43 -0.14
C -8.4484 -6.8639 -1.4371 0.64 -1.34 -1.39 0.35
C -9.3481 -6.6002 -2.7832 -0.10 1.91 0.68 -0.82
C -8.4942 -5.9041 -3.9976 -0.85 -0.79 0.07 -0.06
C -7.0484 -6.6039 -4.3244 0.74 1.86 -0.68 -0.23
C -6.0868 -5.3854 -4.9474 -0.20 -0.26 0.57 -0.59
C -5.6517 -4.3341 -3.7345 -0.10 -0.78 0.57 0.08
C -4.3435 -4.9774 -2.9144 -1.96 0.41 -0.90 0.11
O -3.6216 -3.8901 -2.2268 -1.32 -1.57 0.76 -0.38
C -4.3633 -3.3781 -1.0640 0.10 1.17 0.06 -0.34
C -10.5213 -5.4934 -2.3396 0.35 -0.52 0.09 0.09
C -9.9485 -4.3000 -1.3650 -1.13 1.06 0.01 -0.95
C -11.2313 -4.7651 -3.6252 0.78 0.47 -0.44 -0.37
C -12.6448 -4.0012 -3.3012 0.31 0.18 -0.76 -0.98
H -7.0705 -10.9062 -1.4874 -0.98 3.27 -0.19 0.30
H -9.0239 -6.7576 -0.4238 1.12 -0.21 -1.98 0.39
H -7.4408 -6.2243 -1.4435 -1.77 -1.27 0.47 -0.34
H -8.4325 -4.7232 -3.8371 0.51 -2.10 -0.41 -0.07
H -9.1539 -6.0356 -4.9839 1.45 0.36 2.00 0.08
H -7.1159 -7.4091 -5.1717 -0.07 1.29 1.89 0.32
H -6.4672 -7.0109 -3.3943 -1.39 0.50 -1.69 0.00
H -5.1072 -5.8660 -5.4178 -1.88 1.13 0.89 0.19
H -6.6935 -4.8487 -5.8016 1.26 -0.93 1.70 0.30
H -6.5017 -4.2429 -2.9015 1.57 -0.26 -2.07 -0.20
H -5.4591 -3.2404 -4.1097 0.01 -2.15 0.59 0.25
H -3.6747 -5.5254 -3.7108 -0.89 1.26 1.87 -0.37
H -4.8293 -5.7621 -2.1577 1.43 1.56 -1.43 0.30
H -4.9087 -2.3776 -1.4126 0.85 -2.18 0.90 0.09
H -3.5547 -3.0465 -0.2613 -1.78 -0.86 -1.59 0.13
H -5.1448 -4.1453 -0.6102 1.71 1.52 -1.01 0.27
H -11.3516 -6.0991 -1.7338 1.59 1.41 -1.16 0.29
H -9.6867 -4.6534 -0.2675 -0.29 0.64 -2.40 0.27
H -9.0641 -3.6775 -1.8676 -1.68 -1.58 1.12 0.07
H -10.8325 -3.5090 -1.2328 1.81 -1.41 -0.11 0.39
H -10.4730 -3.9229 -3.9985 -1.52 -1.82 0.75 0.12
H -11.3514 -5.5005 -4.5534 0.18 1.38 2.21 0.32
H -12.5519 -2.8687 -3.6601 -0.38 -2.39 0.84 0.22
H -12.8614 -4.0071 -2.1513 0.17 -0.09 -2.25 0.28
H -13.5020 -4.5118 -3.9505 1.62 1.15 1.73 0.28
C -3.2112 2.8228 -0.6366 0.05 0.27 -0.13 -1.50
C -2.4098 1.5629 -0.3190 -0.39 -0.06 0.12 0.92
C -3.1771 0.2529 -0.6162 0.21 -0.07 0.28 -0.78
O -4.1639 -0.0839 0.3627 0.14 0.17 -0.55 -0.38
C -5.4096 0.5756 0.1929 0.04 -0.17 0.34 -0.73
N -1.9634 1.6211 1.0810 -0.05 -0.33 0.06 -0.57
H -3.9868 3.0279 0.1066 0.08 -0.12 -0.05 0.34
H -2.5518 3.6981 -0.6573 -0.03 -0.17 0.03 0.18
H -3.6902 2.7458 -1.6185 0.02 -0.01 0.10 0.39
H -1.5223 1.5755 -0.9628 -0.03 -0.10 0.08 -0.03
H -2.4542 -0.5701 -0.6000 -0.11 0.02 0.10 0.35
H -3.6133 0.2604 -1.6222 -0.11 0.10 0.04 0.43
H -5.6545 0.7313 -0.8623 0.07 0.04 0.03 0.33
H -5.4030 1.5272 0.7281 -0.13 0.14 -0.16 0.24
H -6.1881 -0.0478 0.6400 0.14 -0.04 -0.07 0.28
H -1.3526 0.8233 1.2608 -0.02 0.20 -0.05 0.32
H -2.7816 1.4345 1.6683 0.21 0.15 -0.16 0.23
C 3.0569 4.7485 -2.9960 0.22 0.14 -0.14 -1.78
C 2.8400 3.8203 -1.8034 -0.39 0.07 -0.16 1.16
C 2.0095 2.5608 -2.1455 -0.06 0.08 0.35 -0.82
O 0.6041 2.7987 -2.2626 0.50 -0.23 -0.27 -0.16
C 0.1957 3.2984 -3.5271 -0.25 0.09 0.28 -0.80
N 2.2306 4.5869 -0.7063 -0.16 -0.33 0.03 -0.58
H 2.1624 5.3237 -3.2509 0.04 -0.13 0.09 0.34
H 3.8483 5.4737 -2.7747 -0.15 -0.13 0.03 0.36
H 3.3641 4.1831 -3.8822 -0.04 0.05 0.08 0.38
H 3.8298 3.4807 -1.4762 -0.10 -0.10 0.01 -0.09
H 2.1196 1.8516 -1.3178 -0.13 0.08 0.00 0.11
H 2.3943 2.0543 -3.0388 -0.05 0.12 -0.12 0.46
H 0.7950 2.8896 -4.3464 0.06 0.05 0.06 0.34
H 0.2403 4.3893 -3.5284 0.06 0.02 -0.22 0.27
H -0.8471 3.0119 -3.6853 0.09 -0.06 0.09 0.24
H 2.1728 3.9861 0.1169 0.07 0.14 -0.08 0.29
H 1.2502 4.7471 -0.9561 0.26 0.13 0.09 0.29
C 7.7631 4.7436 2.2652 0.08 0.04 0.25 -1.15
C 6.5559 5.1750 1.4362 0.29 -0.28 -0.26 0.18
C 5.8395 3.9985 0.7321 -0.18 0.28 -0.04 -0.26
O 6.5129 3.5144 -0.4331 -0.15 -0.20 0.44 -0.40
C 7.5617 2.5953 -0.1669 -0.02 0.16 -0.32 -0.22
N 6.9803 6.2023 0.4734 -0.22 -0.16 -0.25 -0.75
H 8.6311 4.4945 1.6484 -0.13 -0.01 0.03 -0.03
H 8.0724 5.5530 2.9365 -0.06 -0.09 -0.16 0.42
H 7.5225 3.8732 2.8848 0.05 0.05 -0.09 0.30
H 5.8366 5.6293 2.1279 -0.06 -0.06 -0.17 0.43
H 4.8670 4.3602 0.3806 0.12 0.04 -0.10 0.16
H 5.6298 3.1785 1.4294 0.19 -0.07 0.03 0.28
H 7.3442 1.9585 0.6960 -0.01 0.11 0.07 0.11
H 8.4996 3.1339 -0.0177 0.12 -0.14 0.18 -0.08
H 7.6853 1.9569 -1.0453 -0.11 0.07 0.01 0.38
H 6.1543 6.5522 -0.0137 0.14 0.04 0.15 0.29
H 7.5103 5.7273 -0.2633 -0.08 0.15 0.27 0.33
C 13.7806 3.4232 0.7731 0.30 -0.02 -0.11 -1.38
C 12.9036 4.5026 1.4028 -0.28 -0.41 -0.07 0.31
C 12.2208 4.0535 2.7163 -0.22 0.26 -0.13 -0.74
O 11.0924 3.1954 2.5272 0.56 0.05 0.24 -0.28
C 11.4195 1.8269 2.3379 -0.35 0.12 -0.13 -0.66
N 11.9181 4.9564 0.4101 -0.22 0.00 0.35 -0.74
H 13.1973 2.6390 0.2823 -0.01 0.12 0.11 0.26
H 14.4319 3.8607 0.0078 -0.17 -0.04 0.12 0.35
H 14.4229 2.9520 1.5247 -0.08 0.02 -0.06 0.35
H 13.5587 5.3472 1.6467 -0.15 -0.02 0.07 0.44
H 11.8298 4.9479 3.2137 -0.10 -0.11 -0.09 0.32
H 12.9399 3.6037 3.4113 0.03 -0.15 -0.09 0.43
H 12.2975 1.5276 2.9184 0.03 0.06 -0.07 0.33
H 11.5763 1.6251 1.2764 0.18 -0.17 0.03 0.23
H 10.5675 1.2254 2.6646 0.03 0.14 0.04 0.20
H 11.3963 5.7398 0.8049 0.13 -0.05 -0.17 0.30
H 11.2135 4.2180 0.3226 0.26 0.18 -0.05 0.29
C 0.5334 7.0743 1.9384 0.25 0.20 -0.08 -1.28
C -0.9781 7.1165 1.7279 0.14 -0.42 0.19 0.26
C -1.7877 6.7920 3.0054 -0.22 -0.23 -0.25 -0.76
O -1.8353 5.4004 3.3323 0.09 0.72 0.13 -0.28
C -0.7014 4.9239 4.0413 -0.14 -0.41 -0.16 -0.20
N -1.3314 6.2145 0.6214 -0.28 -0.08 0.21 -0.61
H 0.9213 6.0541 2.0078 -0.13 0.10 -0.01 0.12
H 1.0482 7.5532 1.0976 -0.13 -0.14 0.10 0.34
H 0.8176 7.6110 2.8498 -0.03 -0.07 -0.05 0.38
H -1.2328 8.1406 1.4303 -0.11 -0.08 0.05 0.43
H -2.8275 7.0878 2.8276 0.03 -0.14 -0.02 0.34
H -1.4417 7.3816 3.8629 0.17 -0.07 0.02 0.43
H -0.2940 5.6764 4.7235 -0.01 0.03 -0.07 0.31
H 0.0646 4.5911 3.3380 0.19 0.09 0.09 0.14
H -1.0083 4.0549 4.6288 -0.05 0.18 0.01 -0.13
H -2.3280 6.3160 0.4251 0.20 0.02 -0.07 0.27
H -1.2525 5.2561 0.9743 0.05 0.21 -0.11 0.25
C -1.4506 -7.3559 -4.6471 -0.30 -0.04 -0.05 -1.52
C -0.6180 -6.7451 -3.5226 0.22 -0.16 -0.30 0.56
C 0.4850 -5.7836 -4.0245 0.01 -0.11 0.35 -0.79
O 1.6335 -6.4407 -4.5674 -0.35 0.36 -0.18 -0.41
C 1.4958 -6.8418 -5.9222 0.25 -0.18 0.24 -0.64
N -0.0569 -7.8283 -2.7013 0.39 0.23 -0.01 -0.69
H -0.9163 -8.1416 -5.1885 0.03 0.11 0.09 0.33
H -2.3609 -7.8123 -4.2418 0.20 0.08 -0.02 0.38
H -1.7566 -6.5908 -5.3685 0.04 -0.07 0.05 0.36
H -1.3026 -6.1598 -2.8972 0.16 0.03 -0.01 0.29
H 0.8516 -5.2150 -3.1628 0.08 -0.12 -0.06 0.36
H 0.0866 -5.0474 -4.7328 -0.03 -0.12 -0.12 0.41
H 0.8893 -6.1392 -6.5018 -0.07 -0.05 0.07 0.29
H 1.0695 -7.8458 -5.9717 -0.14 0.05 -0.21 0.23
H 2.4933 -6.8859 -6.3668 -0.03 0.08 0.11 0.26
H 0.4211 -7.4144 -1.9000 -0.20 -0.11 -0.05 0.28
H 0.7027 -8.2551 -3.2400 -0.30 0.06 0.13 0.32
C -3.5440 2.4352 5.2804 0.00 0.07 -0.33 -1.15
C -2.5316 1.7332 6.1821 -0.43 0.14 0.24 0.44
C -3.1656 0.6707 7.1105 0.30 0.09 0.15 -0.85
O -3.8514 1.2141 8.2418 -0.02 -0.33 -0.49 -0.39
C -5.1794 1.6399 7.9756 0.13 0.15 0.29 -0.64
N -1.7914 2.7468 6.9485 0.00 -0.25 0.31 -0.60
H -4.1512 3.1684 5.8186 0.10 -0.12 0.02 0.21
H -3.0284 2.9768 4.4790 -0.09 -0.06 0.16 0.09
H -4.2184 1.7116 4.8103 0.05 0.06 0.07 0.37
H -1.8229 1.2138 5.5263 -0.01 -0.04 0.15 0.36
H -2.3553 0.0599 7.5236 -0.07 0.11 0.09 0.37
H -3.8155 -0.0151 6.5538 -0.11 0.13 -0.04 0.43
H -5.6754 1.0072 7.2332 0.08 0.06 -0.04 0.30
H -5.1779 2.6820 7.6499 -0.19 -0.03 -0.16 0.23
H -5.7465 1.5878 8.9084 0.13 -0.08 -0.04 0.25
H -1.0555 2.2794 7.4795 -0.04 0.13 -0.16 0.27
H -2.4231 3.1003 7.6733 0.16 -0.03 -0.29 0.29
C 4.6511 -0.5140 0.5446 -0.08 0.15 -0.26 -1.27
C 5.9258 -0.7560 1.3491 -0.41 -0.24 0.20 0.71
C 6.1921 -2.2504 1.6476 0.12 0.14 0.29 -0.93
O 5.3839 -2.7924 2.6957 0.25 0.03 -0.61 -0.39
C 4.0870 -3.2004 2.2871 -0.03 0.03 0.35 -0.63
N 5.8688 0.0392 2.5848 0.20 -0.27 0.14 -0.63
H 3.7449 -0.6260 1.1463 0.16 -0.04 0.00 0.27
H 4.6421 0.5061 0.1437 0.04 -0.12 0.11 0.12
H 4.5859 -1.2037 -0.3037 -0.01 0.06 0.10 0.36
H 6.7628 -0.3891 0.7434 0.03 -0.11 0.11 0.27
H 7.2266 -2.3436 1.9959 -0.11 0.00 0.10 0.37
H 6.1157 -2.8626 0.7410 -0.17 0.03 -0.02 0.44
H 4.0817 -3.6035 1.2698 0.02 0.10 0.01 0.29
H 3.3902 -2.3639 2.3703 -0.13 -0.07 -0.20 0.22
H 3.7454 -3.9820 2.9704 0.14 0.06 -0.04 0.26
H 6.7603 -0.0545 3.0730 -0.13 0.12 -0.10 0.27
H 5.2021 -0.4214 3.2115 0.12 0.21 -0.22 0.29

---

(4)
17
Properties=species:S:1:pos:R:3:forces:R:3:mulliken_charge:R:1 method="wB97M-V/def2-TZVPD" total_charge=0 gap_ev=10.7448 multiplicity=1 smiles="C[C@H](O)CC=O.O" fmax_ha_per_bohr=0.0570
C -1.6367 1.4005 0.4776 -1.31 0.61 -1.36 -1.53
C -0.3548 0.5977 0.2213 0.46 2.40 1.61 1.19
O 0.6861 1.0109 1.1792 -0.69 -0.05 0.24 -0.58
C 0.2683 0.9962 -1.1136 0.93 -1.88 -1.14 -0.73
C 0.7537 -0.3200 -1.8228 -0.11 1.92 1.64 0.02
O 1.3254 -1.1378 -1.1554 -0.07 -0.71 -0.71 -0.46
H -1.5951 2.4486 0.1354 0.81 -0.15 0.40 0.38
H -2.4609 1.0950 -0.2026 0.41 -0.59 0.36 0.35
H -2.0908 1.4394 1.4695 0.52 -0.47 0.18 0.34
H -0.4660 -0.4437 0.4809 -0.59 -0.10 -1.16 -0.32
H 0.3023 0.8727 2.0583 0.25 0.08 -0.14 0.30
H 1.2147 1.5510 -0.8986 -0.84 -0.23 -0.14 0.28
H -0.3412 1.5589 -1.8269 -0.18 0.05 0.47 0.37
H 0.5580 -0.3712 -2.8969 0.18 -0.50 -0.40 0.36
O -0.6638 -2.2562 1.5668 0.46 0.19 -0.02 -0.68
H -0.8098 -2.8455 0.8254 -0.18 -0.28 -0.12 0.31
H 0.1692 -1.8255 1.3153 -0.04 -0.28 0.31 0.39